No. 1
Molecular formula: C3H5O2S2
Method: DFT, ωB97M-V/def2-TZVPD

The HOMO-LUMO gap comes out at 4.923 eV. For the energy above the lowest of the compared OMol25 structures with the same formula, charge and spin, the calculation gives 3.664 eV. The HOMO energy is -4.86 eV. As for the net charge: -1.

Cartesian coordinates (Å):
1 C 0.207 -1.011 0.001
2 C 1.768 -0.971 0.235
3 O 2.092 -1.130 1.432
4 O 2.499 -0.931 -0.766
5 C -0.414 0.343 0.197
6 S 0.517 1.843 -0.229
7 S -3.288 -0.069 -0.345
8 H -0.201 -1.739 0.696
9 H 0.064 -1.417 -0.999
10 H -1.504 0.377 -0.149
11 H -0.565 0.452 1.272
12 H 1.728 1.325 0.031

No. 2
Molecular formula: C3H5NS
Method: DFT, ωB97M-V/def2-TZVPD

The HOMO-LUMO gap comes out at 8.563 eV. The SMILES is S=C[C@@H]1CN1. For the energy above the lowest of the compared OMol25 structures with the same formula, charge and spin, the calculation gives 1.703 eV. The HOMO energy is -9.00 eV.

Cartesian coordinates (Å):
1 C 1.381 -0.331 0.172
2 C 0.132 0.016 -0.636
3 C -1.058 0.637 0.101
4 H 1.165 -0.811 1.152
5 H 0.283 0.278 -1.657
6 H -0.759 0.854 1.157
7 H -1.879 1.305 -0.232
8 H -1.007 -1.276 0.487
9 N -1.152 -0.715 -0.355
10 S 2.896 0.042 -0.190

No. 3
Molecular formula: C2H6NO3
Method: DFT, ωB97M-V/def2-TZVPD

The HOMO-LUMO gap comes out at 8.513 eV. For the energy above the lowest of the compared OMol25 structures with the same formula, charge and spin, the calculation gives 3.276 eV. The HOMO energy is -4.35 eV. As for the net charge: -1.

Cartesian coordinates (Å):
1 O -0.192 1.842 0.891
2 C -0.486 0.567 0.911
3 N -0.009 -0.393 0.187
4 C 0.039 -2.252 0.235
5 O -0.041 -2.990 -0.812
6 H -1.201 0.307 1.610
7 H 0.112 -0.213 -0.819
8 H 0.967 -2.231 0.867
9 H -0.837 -2.448 0.935
10 H 0.781 3.513 -0.993
11 H -0.047 2.242 -0.334
12 O 0.604 2.610 -1.261

No. 4
Molecular formula: C4H8NO
Method: DFT, ωB97M-V/def2-TZVPD

The HOMO-LUMO gap comes out at 10.368 eV. For the energy above the lowest of the compared OMol25 structures with the same formula, charge and spin, the calculation gives 2.260 eV. The HOMO energy is -13.59 eV. As for the net charge: +1.

Cartesian coordinates (Å):
1 C -2.556 -0.163 0.063
2 C -3.727 0.042 -0.336
3 C 1.462 -0.205 0.878
4 C 1.821 0.376 -0.448
5 N 1.054 -0.912 -0.353
6 O -1.449 -0.443 0.340
7 H -4.025 0.364 -1.334
8 H -4.548 -0.306 0.285
9 H 0.679 0.271 1.465
10 H 2.212 -0.643 1.486
11 H 2.889 0.320 -0.952
12 H 1.367 1.331 -0.750
13 H 1.641 -1.767 -0.398
14 H -0.045 -0.799 -0.421

No. 5
Molecular formula: C5H14
Method: DFT, ωB97M-V/def2-TZVPD

The HOMO-LUMO gap (alpha / beta) comes out at 2.720 / 11.592 eV. For the energy above the lowest of the compared OMol25 structures with the same formula, charge and spin, the calculation gives 0.912 eV. The HOMO energy (alpha / beta) is 1.59 / -7.24 eV. As for the spin multiplicity: 2. As for the net charge: -1.

Cartesian coordinates (Å):
1 C -1.255 -1.241 -0.221
2 C 0.013 -2.072 0.136
3 C -1.435 -0.096 0.801
4 H -1.362 -0.839 -1.197
5 H -2.025 -2.027 -0.189
6 H 0.091 -3.028 -0.400
7 H 0.117 -2.212 1.202
8 H -2.136 -0.281 1.601
9 H -0.518 0.060 1.369
10 H 1.009 -1.576 -0.020
11 H -1.720 0.839 0.279
12 C 1.238 1.444 -1.175
13 C 1.012 1.688 0.317
14 H 0.441 1.856 -1.782
15 H 2.253 1.730 -1.474
16 H 1.136 0.350 -1.301
17 H -0.018 1.871 0.540
18 H 1.584 2.593 0.659
19 H 1.576 0.940 0.855

> Number 3 is which compound?

C2H6NO3